ORCA calculation (wB97M-V/def2-TZVPD) on C12H28Cl2HoNP as an isolated structure at a distorted geometry.

```
45
Properties=species:S:1:pos:R:3
Ho -0.226 -0.520 3.509
Cl 1.210 -0.483 1.409
Cl -2.475 -1.045 3.331
H -0.084 1.572 3.880
H 0.612 1.064 4.288
P 0.100 0.072 -2.065
C 1.776 -0.482 -2.760
C -1.069 -0.816 -3.237
C 0.124 1.813 -2.787
C 2.318 -1.541 -1.793
H 2.420 0.405 -2.674
C 1.873 -0.985 -4.205
H 1.300 -1.911 -4.338
H 2.933 -1.203 -4.411
H 1.521 -0.262 -4.953
H 2.269 -1.165 -0.767
H 3.364 -1.768 -2.039
H 1.726 -2.464 -1.833
H 1.121 2.188 -2.520
C -0.907 2.642 -2.004
C -0.020 1.998 -4.303
H 0.791 1.524 -4.874
H 0.007 3.079 -4.508
H -0.971 1.595 -4.677
H -0.781 2.496 -0.924
H -1.930 2.352 -2.266
H -0.778 3.709 -2.240
C -1.096 -2.322 -2.895
H -0.665 -0.654 -4.242
C -2.503 -0.257 -3.142
H -0.141 -2.840 -3.062
H -1.855 -2.809 -3.527
H -1.370 -2.474 -1.845
H -2.838 -0.214 -2.099
H -3.174 -0.931 -3.695
H -2.618 0.748 -3.572
C 0.501 0.343 9.436
C -0.584 -0.356 8.617
C -0.234 -0.207 7.171
N 0.135 -0.124 6.052
H 1.450 -0.096 9.102
H 0.580 0.381 10.539
H 0.484 1.392 9.118
H -0.694 -1.423 8.904
H -1.603 -0.019 8.902
```

Its spin multiplicity is 5. Its HOMO energy (alpha / beta) is -0.016 / -0.052 Eh. Its charge is -1. Its expectation value of S² is 6.06. As for the maximum force: 3.29 eV/Å. The value obtained for the orbital gap (alpha / beta) is 3.244 / 4.054 eV.

---

ORCA calculation (wB97M-V/def2-TZVPD) on an isolated ion of composition C6H8BrN2O and charge +1 at a distorted geometry.

```
18
Properties=species:S:1:pos:R:3
C 0.232 1.509 0.972
C -0.590 2.493 0.473
C -0.438 0.276 0.889
C 1.345 -1.595 1.003
C -1.688 0.642 0.399
C 0.377 -2.288 -1.100
N -1.770 1.977 0.140
N -0.003 -0.975 1.474
O 1.289 -2.107 -0.078
Br -3.060 -0.626 -0.166
H 1.276 1.608 1.133
H -0.265 3.479 0.097
H -0.236 -1.255 -1.145
H -0.415 -3.042 -0.960
H 0.941 -2.500 -1.972
H -2.681 2.418 -0.128
H 0.197 -0.727 2.375
H -0.681 -1.675 1.225
```

Its spin multiplicity is 1. Its HOMO energy is -0.465 Eh. Its charge is +1. The value obtained for the energy relative to the best compared isomer or geometry (same formula, charge and spin) is 3.441 eV. As for the maximum force: 5.38 eV/Å. The value obtained for the orbital gap is 8.770 eV.